No. 1
{"formula": "C46H138O46", "method": "ωB97M-V with the def2-TZVPD basis set", "elements": ["C", "C", "O", "O", "H", "H", "H", "H", "H", "H", "C", "C", "O", "O", "H", "H", "H", "H", "H", "H", "C", "C", "O", "O", "H", "H", "H", "H", "H", "H", "C", "C", "O", "O", "H", "H", "H", "H", "H", "H", "C", "C", "O", "O", "H", "H", "H", "H", "H", "H", "C", "C", "O", "O", "H", "H", "H", "H", "H", "H", "C", "C", "O", "O", "H", "H", "H", "H", "H", "H", "C", "C", "O", "O", "H", "H", "H", "H", "H", "H", "C", "C", "O", "O", "H", "H", "H", "H", "H", "H", "C", "C", "O", "O", "H", "H", "H", "H", "H", "H", "C", "C", "O", "O", "H", "H", "H", "H", "H", "H", "C", "C", "O", "O", "H", "H", "H", "H", "H", "H", "C", "C", "O", "O", "H", "H", "H", "H", "H", "H", "C", "C", "O", "O", "H", "H", "H", "H", "H", "H", "C", "C", "O", "O", "H", "H", "H", "H", "H", "H", "C", "C", "O", "O", "H", "H", "H", "H", "H", "H", "C", "C", "O", "O", "H", "H", "H", "H", "H", "H", "C", "C", "O", "O", "H", "H", "H", "H", "H", "H", "C", "C", "O", "O", "H", "H", "H", "H", "H", "H", "C", "C", "O", "O", "H", "H", "H", "H", "H", "H", "C", "C", "O", "O", "H", "H", "H", "H", "H", "H", "C", "C", "O", "O", "H", "H", "H", "H", "H", "H", "C", "C", "O", "O", "H", "H", "H", "H", "H", "H"], "xyz": [[-0.05, -7.43, -0.04], [-0.44, -6.49, -1.16], [-1.79, -6.62, -1.50], [-0.99, -7.28, 1.04], [0.96, -7.35, 0.32], [-0.08, -8.48, -0.35], [0.13, -6.71, -2.04], [-0.24, -5.44, -0.83], [-2.33, -6.41, -0.71], [-0.51, -6.86, 1.80], [-1.21, 2.21, -2.77], [-2.16, 2.55, -1.67], [-3.16, 3.46, -2.20], [-1.88, 1.58, -3.90], [-0.49, 1.51, -2.43], [-0.73, 3.14, -3.12], [-1.73, 3.07, -0.85], [-2.75, 1.74, -1.20], [-3.85, 3.38, -1.59], [-2.25, 2.19, -4.55], [2.48, 5.47, 5.06], [2.53, 4.08, 5.68], [1.90, 3.03, 4.91], [3.06, 5.52, 3.70], [2.79, 6.19, 5.76], [1.41, 5.79, 4.98], [2.13, 4.17, 6.74], [3.55, 3.75, 5.90], [0.87, 3.20, 4.96], [2.86, 6.42, 3.39], [5.39, -3.43, -0.58], [5.28, -4.35, -1.79], [5.31, -3.61, -2.98], [4.57, -2.33, -0.72], [6.45, -3.08, -0.39], [5.07, -3.96, 0.26], [4.28, -4.82, -1.70], [6.00, -5.17, -1.72], [6.10, -2.98, -2.99], [3.73, -2.64, -1.05], [1.82, -2.75, -3.02], [1.06, -1.47, -3.24], [1.64, -0.36, -2.53], [1.95, -3.07, -1.62], [2.83, -2.71, -3.40], [1.26, -3.50, -3.53], [0.00, -1.61, -2.96], [1.00, -1.22, -4.33], [1.62, -0.59, -1.57], [1.22, -2.68, -1.12], [-1.55, 1.24, 5.11], [-1.14, 2.27, 6.15], [-0.63, 3.51, 5.59], [-2.34, 1.95, 4.10], [-2.19, 0.46, 5.51], [-0.67, 0.80, 4.61], [-0.37, 1.81, 6.85], [-2.00, 2.48, 6.76], [-1.34, 3.98, 5.13], [-1.72, 2.53, 3.59], [-3.46, -4.74, 0.82], [-3.56, -4.49, 2.33], [-2.93, -3.28, 2.75], [-4.08, -3.65, 0.11], [-3.92, -5.64, 0.62], [-2.37, -4.77, 0.61], [-3.20, -5.33, 2.83], [-4.65, -4.34, 2.55], [-3.49, -2.57, 2.30], [-3.90, -3.74, -0.81], [-4.48, 3.17, 1.49], [-5.53, 4.01, 2.18], [-4.68, 4.63, 3.23], [-4.90, 2.78, 0.18], [-4.28, 2.27, 2.14], [-3.52, 3.68, 1.46], [-6.41, 3.49, 2.62], [-5.89, 4.83, 1.44], [-5.32, 5.22, 3.65], [-4.77, 1.78, 0.03], [-6.98, 0.25, -0.60], [-6.10, -0.46, 0.43], [-4.96, 0.26, 0.68], [-7.56, 1.50, -0.24], [-7.78, -0.49, -0.85], [-6.35, 0.31, -1.55], [-5.86, -1.45, -0.06], [-6.72, -0.61, 1.30], [-4.59, 0.17, 1.59], [-6.82, 2.11, -0.11], [5.95, 0.33, -2.43], [5.94, 1.88, -2.49], [4.96, 2.30, -1.52], [6.10, 0.11, -1.06], [6.82, -0.07, -2.94], [5.05, -0.14, -2.81], [5.60, 2.19, -3.44], [6.93, 2.16, -2.15], [5.09, 1.63, -0.81], [5.41, -0.56, -0.80], [-0.18, 4.72, 2.41], [-1.32, 5.67, 2.77], [-2.10, 5.06, 3.81], [-0.89, 3.41, 2.17], [0.55, 4.66, 3.23], [0.33, 5.09, 1.50], [-1.78, 5.98, 1.87], [-0.86, 6.55, 3.18], [-3.06, 4.98, 3.57], [-0.24, 2.85, 1.78], [-2.26, -3.08, -3.06], [-3.15, -1.86, -3.04], [-3.06, -1.37, -1.69], [-2.97, -4.16, -2.39], [-1.37, -2.77, -2.48], [-1.91, -3.26, -4.06], [-4.21, -2.16, -3.26], [-2.72, -1.09, -3.69], [-3.52, -0.52, -1.68], [-2.36, -4.88, -2.22], [-5.80, 0.84, 4.18], [-4.77, -0.26, 4.29], [-3.97, -0.20, 3.11], [-6.75, 0.53, 3.19], [-5.29, 1.80, 3.95], [-6.39, 0.96, 5.10], [-5.25, -1.16, 4.25], [-4.14, -0.21, 5.13], [-3.27, 0.44, 3.35], [-6.84, 1.13, 2.40], [-2.07, -0.06, -7.35], [-0.68, 0.47, -6.98], [-0.27, -0.01, -5.71], [-2.93, 0.63, -6.48], [-2.07, -1.16, -7.27], [-2.38, 0.15, -8.41], [-0.64, 1.56, -6.99], [0.11, 0.13, -7.68], [-0.87, 0.41, -5.04], [-3.11, 0.09, -5.71], [2.36, 4.63, -0.77], [1.42, 3.55, -0.91], [1.91, 2.24, -1.01], [3.37, 4.74, -1.77], [2.76, 4.60, 0.26], [1.77, 5.60, -0.79], [0.70, 3.63, -1.66], [0.86, 3.63, 0.03], [2.43, 2.15, -1.80], [4.03, 4.09, -1.65], [3.80, -7.06, 2.84], [2.35, -7.50, 2.91], [1.38, -6.41, 2.87], [4.09, -6.52, 1.53], [4.39, -8.03, 2.85], [4.06, -6.39, 3.66], [2.19, -8.08, 3.82], [2.16, -8.17, 2.03], [1.80, -5.57, 2.60], [3.56, -5.71, 1.46], [0.01, -4.21, 5.22], [0.18, -2.90, 4.47], [0.23, -3.14, 3.06], [1.11, -5.10, 5.12], [-0.98, -4.67, 4.89], [-0.09, -3.87, 6.24], [1.09, -2.37, 4.69], [-0.73, -2.22, 4.71], [-0.70, -3.17, 2.78], [1.08, -5.59, 4.26], [3.83, -1.68, 2.36], [3.62, -3.04, 2.90], [2.69, -3.77, 2.14], [2.57, -1.09, 2.18], [4.33, -1.74, 1.38], [4.40, -1.02, 3.05], [3.21, -3.00, 3.92], [4.54, -3.60, 2.90], [1.77, -3.39, 2.14], [2.57, -0.20, 2.61], [-0.46, -1.00, 0.70], [-0.59, 0.51, 0.72], [0.60, 1.05, 1.30], [0.75, -1.55, 0.05], [-1.34, -1.42, 0.25], [-0.57, -1.35, 1.70], [-1.49, 0.77, 1.30], [-0.66, 0.91, -0.30], [1.24, 1.07, 0.60], [1.43, -1.36, 0.71], [1.86, -4.53, -7.04], [0.91, -3.43, -7.23], [1.48, -2.29, -6.65], [2.21, -4.54, -5.70], [2.74, -4.20, -7.58], [1.58, -5.51, -7.30], [-0.12, -3.65, -6.74], [0.62, -3.37, -8.31], [0.77, -1.77, -6.23], [2.62, -3.69, -5.48], [3.39, 2.42, 2.23], [4.85, 2.70, 2.17], [5.39, 3.18, 3.35], [2.97, 1.35, 3.15], [3.17, 2.13, 1.16], [2.80, 3.26, 2.53], [5.11, 3.35, 1.30], [5.35, 1.75, 1.95], [5.42, 4.12, 3.45], [2.73, 1.79, 3.98], [2.11, 4.33, -5.38], [1.65, 2.93, -5.11], [2.56, 2.32, -4.18], [2.03, 5.27, -4.30], [1.59, 4.88, -6.26], [3.13, 4.31, -5.73], [1.58, 2.41, -6.06], [0.61, 3.00, -4.74], [2.22, 1.56, -3.76], [2.58, 4.98, -3.55], [-1.33, 5.96, -2.60], [-1.75, 7.08, -1.69], [-1.00, 6.93, -0.47], [-2.31, 5.76, -3.69], [-1.24, 5.05, -2.03], [-0.42, 6.17, -3.11], [-2.80, 6.94, -1.36], [-1.68, 8.07, -2.27], [-0.34, 7.63, -0.42], [-3.04, 5.28, -3.33]], "mulliken_charge": [-0.11, 0.32, -0.72, -0.59, -0.05, 0.27, 0.51, -0.29, 0.24, 0.34, 1.00, 1.12, -0.51, -0.59, -0.47, -0.37, -0.28, -0.52, 0.31, 0.29, -0.64, -0.43, -0.43, -0.46, 0.58, 0.11, 0.32, 0.47, 0.11, 0.28, -0.23, -0.50, -0.52, 0.78, 0.34, -0.19, 0.08, 0.44, 0.33, -0.22, -0.89, 1.54, 0.40, -0.41, 0.12, 0.51, -0.54, -0.64, -0.57, 0.06, 0.21, -0.93, -0.48, -0.39, 0.40, -0.12, 0.33, 0.44, 0.28, -0.14, 0.54, -1.38, -0.06, -0.55, 0.85, -0.44, 0.62, 0.26, -0.10, 0.38, 1.81, -0.80, -0.48, -0.74, -0.92, -0.26, 0.24, 0.35, 0.22, 0.23, -0.88, 0.22, 1.12, -0.64, 0.45, 0.19, -0.17, 0.45, -0.58, 0.40, -0.12, -0.57, -0.26, -0.69, 0.38, -0.08, 0.37, 0.33, 0.03, 0.35, 2.22, -1.41, -0.78, 2.24, -1.63, 0.14, 0.59, 0.55, 0.44, -1.25, 0.32, -0.24, 0.60, -0.76, -0.43, 0.44, 0.52, -0.31, -0.39, 0.36, 0.01, -0.79, 1.01, -0.66, -0.24, 0.46, 0.57, 0.28, -0.61, 0.28, -0.46, -0.48, 0.31, -0.53, 0.20, 0.33, 0.26, 0.40, -0.14, 0.27, -0.87, 1.39, 2.64, -0.70, 0.06, 0.21, -0.29, -1.40, -0.86, 0.29, -0.46, -0.36, -0.60, -0.52, 0.43, 0.21, 0.40, 0.19, 0.51, 0.07, -0.69, 0.11, 0.69, -0.56, 0.14, 0.43, 0.32, -0.27, -0.47, 0.39, 1.03, -1.33, 0.73, -0.23, -0.79, 0.40, 0.08, 0.55, -0.46, -0.17, -0.55, 0.90, 0.47, 1.86, 0.13, -0.33, -0.47, -1.08, -1.10, -0.79, -0.73, 0.05, -0.55, -0.44, 0.33, 0.37, 0.09, 0.34, 0.05, 0.24, 2.91, -1.06, -0.62, -0.09, -1.15, -0.89, 0.28, 0.30, 0.36, 0.19, -0.95, 0.77, -0.44, -0.53, 0.32, 0.38, 0.21, -0.40, -0.08, 0.36, 0.81, -0.62, -0.38, -0.64, -0.55, 0.29, 0.26, 0.28, 0.25, 0.37], "charge": 0, "e_homo_ev": -9.62, "multiplicity": 1, "lumo_energy_ha": 0.002}

No. 2
{"formula": "C48H39N6O4PSeW", "method": "ωB97M-V with the def2-TZVPD basis set", "elements": ["W", "C", "N", "C", "N", "C", "C", "C", "C", "C", "C", "C", "C", "C", "C", "C", "C", "C", "C", "P", "C", "N", "C", "C", "N", "C", "C", "C", "C", "C", "C", "C", "C", "C", "C", "C", "C", "C", "C", "N", "C", "C", "N", "C", "C", "C", "C", "C", "C", "C", "C", "C", "C", "C", "C", "C", "H", "H", "H", "H", "H", "H", "H", "H", "H", "H", "H", "H", "H", "H", "H", "H", "H", "H", "H", "H", "H", "H", "H", "H", "H", "H", "H", "H", "H", "H", "H", "H", "H", "H", "H", "H", "H", "H", "H", "O", "Se", "O", "O", "O"], "xyz": [[0.16, -0.21, -0.13], [2.98, -0.58, 4.69], [2.09, -0.97, 3.60], [1.57, -0.15, 2.67], [0.77, -0.86, 1.88], [0.78, -2.15, 2.29], [1.61, -2.25, 3.38], [1.95, -3.41, 4.21], [0.92, -4.17, 4.76], [1.21, -5.29, 5.52], [2.54, -5.66, 5.73], [3.57, -4.91, 5.17], [3.27, -3.79, 4.41], [0.02, -3.06, 1.44], [-1.07, -2.51, 0.75], [-1.71, -3.21, -0.27], [-1.27, -4.49, -0.58], [-0.21, -5.05, 0.12], [0.44, -4.35, 1.13], [1.85, 1.64, 2.41], [0.13, 2.07, 2.01], [-0.64, 1.42, 1.13], [-1.82, 2.12, 1.02], [-1.76, 3.21, 1.85], [-0.53, 3.15, 2.47], [-0.05, 4.08, 3.49], [-2.78, 4.23, 2.12], [-2.50, 5.58, 1.93], [-3.48, 6.53, 2.16], [-4.74, 6.14, 2.58], [-5.02, 4.79, 2.77], [-4.05, 3.84, 2.54], [-2.93, 1.70, 0.15], [-3.57, 0.48, 0.35], [-4.62, 0.11, -0.46], [-5.05, 0.95, -1.48], [-4.43, 2.18, -1.67], [-3.38, 2.56, -0.86], [2.41, 1.62, 0.66], [1.71, 1.22, -0.41], [2.52, 1.32, -1.52], [3.74, 1.81, -1.10], [3.64, 1.99, 0.26], [4.70, 2.53, 1.11], [4.93, 2.13, -1.90], [4.81, 2.99, -2.99], [5.91, 3.27, -3.78], [7.13, 2.68, -3.50], [7.26, 1.81, -2.42], [6.16, 1.53, -1.62], [2.09, 0.87, -2.84], [2.97, -0.12, -3.55], [2.47, -0.49, -4.90], [1.28, -0.07, -5.38], [0.46, 0.81, -4.62], [0.90, 1.27, -3.37], [2.78, 0.46, 4.96], [2.78, -1.21, 5.55], [4.02, -0.69, 4.39], [-0.11, -3.88, 4.61], [0.41, -5.88, 5.95], [2.77, -6.54, 6.32], [4.59, -5.21, 5.32], [4.08, -3.22, 3.95], [-1.53, -1.58, 1.12], [-2.54, -2.76, -0.80], [-1.75, -5.05, -1.38], [0.14, -6.04, -0.14], [1.29, -4.78, 1.63], [-0.91, 4.58, 3.92], [0.47, 3.52, 4.27], [0.62, 4.82, 3.06], [-1.52, 5.89, 1.58], [-3.26, 7.58, 2.01], [-5.51, 6.88, 2.76], [-6.01, 4.49, 3.09], [-4.26, 2.79, 2.69], [-3.26, -0.15, 1.17], [-5.13, -0.84, -0.29], [-5.88, 0.66, -2.11], [-4.78, 2.84, -2.45], [-2.89, 3.52, -1.00], [5.31, 3.21, 0.51], [4.26, 3.07, 1.94], [5.33, 1.73, 1.48], [3.85, 3.46, -3.20], [5.81, 3.94, -4.62], [7.99, 2.89, -4.12], [8.21, 1.34, -2.21], [6.25, 0.83, -0.81], [4.00, 0.26, -3.62], [3.10, -1.15, -5.49], [0.94, -0.39, -6.36], [-0.49, 1.14, -5.01], [0.27, 1.96, -2.82], [3.17, -1.32, -2.73], [1.70, -2.22, -2.31], [2.27, -3.66, -1.96], [-0.94, -0.32, -1.40], [1.56, -1.47, -0.66]], "mulliken_spin": [0.75, 0.00, 0.00, 0.02, -0.01, 0.02, 0.00, 0.00, 0.00, 0.00, 0.00, 0.00, 0.00, 0.04, 0.04, 0.01, 0.00, 0.00, 0.00, 0.00, 0.05, -0.04, 0.03, -0.02, 0.02, 0.00, 0.00, 0.00, 0.00, 0.00, 0.00, 0.00, 0.01, 0.00, 0.00, 0.00, 0.00, 0.00, 0.06, 0.01, -0.05, 0.04, 0.01, 0.00, 0.02, 0.00, 0.00, 0.00, 0.00, 0.01, 0.26, 0.04, 0.28, -0.07, 0.39, -0.08, 0.00, 0.00, 0.00, 0.00, 0.00, 0.00, 0.00, 0.00, -0.07, 0.00, 0.00, 0.00, 0.00, 0.00, 0.00, 0.00, 0.00, 0.00, 0.00, 0.00, 0.00, 0.00, 0.00, 0.00, 0.00, 0.00, 0.00, 0.00, 0.00, 0.00, 0.00, 0.00, 0.00, 0.00, 0.04, 0.00, 0.00, 0.01, -0.01, 0.08, 0.00, 0.01, -0.04, 0.11], "s2": 2.046, "charge": 2, "e_homo_ev": [-12.09, -13.17], "multiplicity": 3, "lumo_energy_ha": [-0.205, -0.224]}

No. 3
{"formula": "C25H45AlClF5OPTe", "method": "ωB97M-V with the def2-TZVPD basis set", "elements": ["Al", "P", "Cl", "C", "H", "H", "C", "C", "C", "H", "C", "H", "H", "C", "H", "H", "C", "H", "H", "C", "H", "H", "H", "H", "C", "C", "H", "C", "H", "H", "C", "H", "H", "C", "H", "H", "C", "H", "H", "H", "H", "C", "H", "C", "H", "H", "C", "H", "H", "C", "H", "H", "C", "H", "H", "H", "H", "C", "C", "H", "C", "H", "C", "H", "H", "C", "H", "H", "C", "H", "H", "H", "H", "F", "Te", "F", "F", "F", "F", "O"], "xyz": [[-2.21, -3.04, -0.40], [-1.16, 1.65, -1.08], [-4.00, -1.58, -0.13], [0.52, 1.11, -0.99], [0.57, 0.43, -0.08], [0.63, 0.35, -1.90], [-2.21, 1.39, 0.46], [-2.02, 0.57, -2.31], [-3.47, 2.29, 0.63], [-2.59, 0.35, 0.28], [-4.32, 1.76, 1.79], [-3.15, 3.33, 0.81], [-4.06, 2.28, -0.30], [-3.52, 1.46, 3.07], [-5.09, 2.51, 2.00], [-4.82, 0.84, 1.44], [-2.23, 0.69, 2.81], [-3.29, 2.40, 3.59], [-4.15, 0.87, 3.75], [-1.38, 1.37, 1.74], [-1.64, 0.57, 3.72], [-2.46, -0.32, 2.45], [-1.11, 2.41, 2.02], [-0.44, 0.80, 1.63], [-1.17, 3.44, -1.59], [-1.40, 0.86, -3.67], [-1.67, -0.42, -1.94], [-1.83, -0.19, -4.70], [-1.72, 1.86, -4.01], [-0.30, 0.89, -3.61], [-3.35, -0.39, -4.76], [-1.46, 0.12, -5.68], [-1.35, -1.15, -4.44], [-4.03, -0.51, -3.39], [-3.80, 0.45, -5.30], [-3.57, -1.29, -5.35], [-3.56, 0.51, -2.36], [-5.11, -0.39, -3.51], [-3.87, -1.51, -2.97], [-3.97, 1.51, -2.57], [-3.94, 0.18, -1.37], [-0.69, 4.26, -0.38], [-0.38, 3.46, -2.36], [-0.46, 5.71, -0.81], [-1.46, 4.23, 0.42], [0.23, 3.82, 0.06], [-1.64, 6.31, -1.60], [-0.28, 6.30, 0.09], [0.45, 5.74, -1.41], [-2.16, 5.40, -2.72], [-2.46, 6.52, -0.90], [-1.33, 7.27, -2.03], [-2.47, 3.99, -2.23], [-3.06, 5.82, -3.17], [-1.41, 5.32, -3.51], [-3.28, 4.00, -1.47], [-2.81, 3.35, -3.06], [1.95, 2.79, 1.51], [1.56, 1.84, -1.15], [1.01, 3.08, 1.89], [2.94, 1.35, -1.19], [1.50, 2.97, -1.18], [3.34, 0.25, -0.14], [3.04, 0.84, -2.18], [3.75, 2.09, -1.16], [3.75, 0.87, 1.32], [2.47, -0.44, 0.10], [4.15, -0.45, -0.49], [2.50, 1.49, 2.05], [4.30, 0.09, 1.92], [4.55, 1.64, 1.17], [1.67, 0.67, 1.85], [2.81, 1.78, 3.10], [-1.45, -2.38, -1.79], [0.34, -2.87, 2.05], [0.93, -1.00, 1.87], [1.29, -2.95, 0.31], [-2.74, -4.67, -0.63], [-0.45, -2.05, 3.66], [-1.32, -2.77, 1.18]], "mulliken_charge": [0.35, 0.86, -0.30, -0.27, -0.74, 0.38, 1.22, 1.11, -0.90, -0.84, -0.72, 0.42, 0.13, -1.04, 0.39, 0.31, -0.45, 0.34, 0.45, 0.72, 0.46, 0.19, 0.24, -0.79, -0.24, -0.96, 0.02, -0.82, 0.18, 0.47, -0.79, 0.42, 0.34, -0.69, 0.31, 0.36, -0.59, 0.45, 0.18, 0.35, -0.33, 0.17, 1.12, -0.83, 0.11, -0.79, -0.71, 0.39, 0.38, -0.91, 0.32, 0.42, -0.53, 0.40, 0.38, 0.16, 0.21, -1.28, 0.84, 0.22, -1.14, -0.26, 0.09, 0.27, 0.29, -1.21, -0.19, 0.42, 1.41, 0.38, 0.43, -1.00, 0.49, -0.42, 1.25, -0.44, -0.54, -0.45, -0.53, -0.09], "charge": -1, "e_homo_ev": [-2.26, -2.66], "multiplicity": 1, "lumo_energy_ha": [0.071, 0.071]}

No. 4
{"formula": "C4H12", "method": "ωB97M-V with the def2-TZVPD basis set", "elements": ["C", "H", "H", "H", "H", "C", "C", "C", "H", "H", "H", "H", "H", "H", "H", "H"], "xyz": [[1.83, 2.30, -0.25], [2.56, 3.10, -0.25], [0.98, 2.54, 0.40], [2.31, 1.38, 0.09], [1.40, 2.08, -1.23], [-0.67, -1.63, -1.03], [-0.47, -0.53, 0.01], [-1.24, -0.83, 1.29], [-0.38, -2.60, -0.63], [-0.13, -1.41, -1.95], [-1.73, -1.72, -1.23], [-0.71, 0.42, -0.43], [0.59, -0.54, 0.24], [-0.86, -0.17, 2.09], [-2.30, -0.55, 1.25], [-1.19, -1.86, 1.64]], "nbo_charge": [-1.40, 0.19, 0.19, 0.19, 0.19, -0.67, -0.54, -0.68, 0.18, 0.20, 0.18, 0.20, 0.19, 0.20, 0.19, 0.19], "s2": 0.750, "charge": -1, "e_homo_ev": [1.45, -7.84], "multiplicity": 2, "lumo_energy_ha": [0.154, 0.149]}

No. 5
{"formula": "CH2N4O3", "method": "ωB97M-V with the def2-TZVPD basis set", "elements": ["C", "N", "N", "N", "N", "O", "O", "O", "H", "H"], "xyz": [[-1.82, -0.19, 0.13], [-2.69, -0.36, 0.81], [-0.81, 0.07, -0.83], [0.46, 0.21, -0.45], [1.17, -0.93, 0.05], [1.09, -1.90, -0.63], [1.89, -0.76, 1.02], [0.72, 1.61, 0.28], [-1.22, 0.68, -1.50], [1.23, 1.56, 1.11]], "nbo_charge": [0.37, -0.30, -0.44, 0.10, 0.62, -0.31, -0.37, -0.59, 0.43, 0.49], "smiles": "N#CNN(O)[N+](=O)[O-]", "charge": 0, "e_homo_ev": -11.28, "multiplicity": 1, "lumo_energy_ha": -0.015}